# 1
Here is the ion C12H18P with charge +1 from the OMol25 dataset. Energies are from the ωB97M-V functional and the def2-TZVPD basis.

Total charge = +1
2S+1 = 1
Highest occupied orbital energy (alpha / beta) = -11.632 / -11.632 eV
Electronic energy = -809.0489 a.u.

Positions of all 31 atoms, in Å:
C 2.23 0.59 -1.50
C 2.46 -0.62 -0.78
C 1.51 1.59 -0.96
C -1.65 1.02 0.16
C 1.82 -0.97 0.35
C -0.64 1.88 0.36
C 0.81 1.36 0.38
C 0.93 0.00 0.82
C 2.01 -2.33 0.98
C -0.84 3.30 0.70
C -2.30 -1.91 0.94
C -1.75 -1.29 -1.75
P -1.29 -0.77 -0.06
H 2.62 0.65 -2.60
H 3.27 -1.27 -1.23
H 1.46 2.62 -1.51
H -2.69 1.30 0.38
H 1.34 2.09 1.02
H 0.50 -0.13 1.82
H 1.99 -3.17 0.24
H 0.92 -2.38 1.46
H 2.82 -2.32 1.60
H -0.19 3.75 -0.03
H -0.51 3.64 1.67
H -1.81 3.67 0.43
H -1.86 -2.83 0.61
H -3.40 -1.71 0.67
H -2.22 -1.78 2.03
H -2.67 -0.73 -1.87
H -1.74 -2.35 -1.73
H -1.13 -0.89 -2.60

***

# 2
Here is a cluster of 4 separate species, C3H10N2O3 in total from the OMol25 dataset. Energies are from the ωB97M-V functional and the def2-TZVPD basis.

Total charge = 0
Structure (SMILES) = c1c[nH]cn1.O.O.O
2S+1 = 1
Highest occupied orbital energy = -8.629 eV
Electronic energy = -455.5257 a.u.

Positions of all 18 atoms, in Å:
C 0.14 2.45 -0.70
C -0.84 1.51 -1.06
N -1.11 0.79 0.03
C -0.25 1.21 1.07
N 0.44 2.26 0.66
H 0.57 3.09 -1.42
H -1.17 1.33 -2.07
H -1.58 -0.06 0.25
H -0.12 0.82 2.01
O -1.82 -1.87 0.83
H -0.97 -2.17 0.48
H -2.42 -2.41 0.46
O 0.62 -2.33 0.01
H 1.44 -1.85 0.00
H 0.80 -3.24 -0.05
O 2.05 -0.16 0.10
H 1.74 0.80 0.20
H 2.48 -0.16 -0.80

***

Calculated values (eV/Å) of strongest force on any atom for the records, taken in order: 5.8; 5.0.
Calculated values (kcal per mole) of ΔE to the lowest compared entry with this formula, charge and spin for the records, taken in order: 0.0; 28.8.